(1)
DFT (the ωB97M-V functional and the def2-TZVPD basis) results for 11 unconnected molecules or ions with the total composition C54H136N17O15P5 at a distorted geometry.

Structure (ORCA input):
```
! wB97M-V def2-TZVPD RIJCOSX def2/J DEFGRID3
* xyz 0 1
C -3.4468 2.2608 -26.8510
N -4.5872 2.7739 -27.5642
C -4.3604 3.9177 -28.4368
P -5.7472 1.5562 -28.0689
O -5.7775 0.4367 -27.0896
N -7.2414 2.3258 -28.4286
C -8.3252 1.6189 -29.0638
C -7.6778 3.1292 -27.2584
N -5.2068 1.2124 -29.6671
C -5.1525 2.1472 -30.8620
C -5.2590 -0.1598 -30.1290
H -3.6986 1.2973 -26.4079
H -2.9763 2.7987 -26.0279
H -2.6382 2.0051 -27.5356
H -5.2946 4.0741 -28.9761
H -3.5363 3.6515 -29.0987
H -4.1488 4.8325 -27.8833
H -8.9614 2.3888 -29.5005
H -7.9010 0.9235 -29.7881
H -8.7926 0.9919 -28.3045
H -8.5674 3.6946 -27.5361
H -8.0286 2.4396 -26.4906
H -6.9878 3.9321 -26.9987
H -6.1472 2.3832 -31.2402
H -4.5381 3.0398 -30.7448
H -4.6142 1.8126 -31.7488
H -6.2551 -0.2948 -30.5506
H -4.9761 -0.7960 -29.2904
H -4.5046 -0.2300 -30.9126
C -5.9826 16.0305 -25.0446
N -6.4930 15.4264 -23.8081
C -7.8547 15.8434 -23.3395
P -5.5075 14.5046 -22.7648
O -6.2273 13.8724 -21.6287
N -4.6596 13.4406 -23.7082
C -3.3158 12.7527 -23.3096
C -5.4135 12.6191 -24.7525
N -4.3949 15.6822 -22.2409
C -4.7582 16.4278 -21.0367
C -3.3628 16.3413 -23.1278
H -6.1702 17.1014 -25.1232
H -6.5814 15.6653 -25.8790
H -4.9996 15.6802 -25.3594
H -7.7471 16.3758 -22.3945
H -8.4310 14.9235 -23.2412
H -8.2886 16.4178 -24.1580
H -2.9110 13.3674 -22.5055
H -3.4744 11.6914 -23.1188
H -2.6184 12.8056 -24.1456
H -6.4284 12.5273 -24.3655
H -5.4396 13.1057 -25.7276
H -5.0862 11.5795 -24.7638
H -5.2644 15.8314 -20.2777
H -3.9775 16.9293 -20.4648
H -5.3004 17.2874 -21.4307
H -3.8098 17.2229 -23.5872
H -2.7076 15.6355 -23.6384
H -2.7912 16.9712 -22.4461
C -4.4519 11.1799 -37.9631
N -4.9161 11.5068 -36.4898
C -6.1289 10.7808 -36.0755
P -3.6938 12.2785 -35.5082
O -2.7220 12.9367 -36.3711
N -4.7609 13.2583 -34.5136
C -4.2652 13.7923 -33.2744
C -5.5867 14.2051 -35.1748
N -3.1967 10.9454 -34.5090
C -1.7976 10.8556 -34.2240
C -4.0709 10.2261 -33.5085
H -4.2660 12.0874 -38.5376
H -5.1613 10.7472 -38.6685
H -3.6753 10.4151 -37.9668
H -6.1184 9.8343 -36.6161
H -7.0749 11.2403 -36.3620
H -6.1577 10.4628 -35.0333
H -5.1228 13.9998 -32.6345
H -3.6177 13.1510 -32.6764
H -3.7010 14.7132 -33.4215
H -6.4487 14.4197 -34.5430
H -5.0697 15.1022 -35.5154
H -5.9768 13.6302 -36.0147
H -1.3214 11.1223 -35.1675
H -1.3877 11.6014 -33.5429
H -1.5894 9.8267 -33.9307
H -5.1152 10.5363 -33.5451
H -3.6964 10.5339 -32.5322
H -4.1706 9.1417 -33.5566
C 6.4679 16.2096 -15.8587
N 5.7252 15.2928 -15.0753
C 6.4006 14.9948 -13.7890
P 4.4894 14.1396 -15.6525
O 4.4175 12.9608 -14.7986
N 3.1621 15.2050 -15.7219
C 2.0499 15.0461 -14.7594
C 3.1827 16.4371 -16.6086
N 4.7247 13.7626 -17.2904
C 6.0042 13.2302 -17.6397
C 3.6078 13.2733 -18.1219
H 6.4134 17.0473 -15.1634
H 6.0219 16.4487 -16.8241
H 7.5169 15.9164 -15.8997
H 7.4438 15.3105 -13.7849
H 6.3922 13.9128 -13.6572
H 5.7180 15.3510 -13.0174
H 2.0145 15.5908 -13.8159
H 1.1480 15.4847 -15.1864
H 2.0284 13.9629 -14.6394
H 3.5088 17.2844 -16.0054
H 3.8297 16.2636 -17.4684
H 2.3077 16.8811 -17.0833
H 5.9940 12.3643 -18.3016
H 6.6229 14.0374 -18.0318
H 6.5195 12.9270 -16.7284
H 2.8512 14.0578 -18.1124
H 3.1772 12.3602 -17.7109
H 4.0517 13.0530 -19.0927
C 1.6376 20.7115 -28.8141
N 2.2694 20.2820 -30.1019
C 2.1801 21.2670 -31.1283
P 3.6334 19.3196 -29.9065
O 4.7114 19.9059 -29.0977
N 3.0240 17.8364 -29.4654
C 3.9691 16.8941 -28.9829
C 1.7508 17.3187 -29.8236
N 4.1559 18.9722 -31.4598
C 5.4961 19.3339 -31.9647
C 3.2744 18.4447 -32.5009
H 2.3984 21.2890 -28.2890
H 1.4128 19.7701 -28.3127
H 0.7980 21.4066 -28.8099
H 1.2787 21.8684 -31.0099
H 2.0305 20.7618 -32.0825
H 3.0225 21.9586 -31.1433
H 4.6262 16.8073 -29.8482
H 4.4265 17.2214 -28.0493
H 3.5036 15.9512 -28.6961
H 1.0198 17.1990 -29.0240
H 1.2446 17.9396 -30.5627
H 1.8648 16.3583 -30.3263
H 6.2220 18.5379 -31.7983
H 5.2977 19.5108 -33.0218
H 5.8118 20.2598 -31.4840
H 3.5097 17.3814 -32.4557
H 3.5022 18.7745 -33.5145
H 2.2663 18.7762 -32.2521
C -5.2653 -2.1002 -16.0995
O -4.2531 -1.2224 -16.3431
C -4.7011 0.0622 -16.8406
C -3.3744 1.0244 -16.7308
C -3.6738 2.4924 -17.0872
N -2.3771 0.5218 -17.7024
H -5.7503 -2.3572 -17.0412
H -6.0396 -1.6945 -15.4484
H -4.8754 -3.0694 -15.7883
H -5.0464 -0.1796 -17.8457
H -5.5253 0.4858 -16.2666
H -2.8402 0.9749 -15.7820
H -2.9888 3.1981 -16.6171
H -4.6813 2.7966 -16.8035
H -3.6324 2.7618 -18.1426
H -2.7133 -0.0509 -18.4634
H -1.8375 -0.0765 -17.0934
C 2.1717 7.0607 -23.1162
O 2.3584 7.7961 -24.3078
C 3.6489 8.0664 -24.5690
C 3.4692 8.7682 -25.9581
C 3.1194 7.5870 -26.9929
N 4.6099 9.3920 -26.4720
H 2.4293 7.8546 -22.4151
H 3.0103 6.3801 -22.9688
H 1.1676 6.6609 -22.9750
H 4.1768 8.6438 -23.8100
H 4.2357 7.1815 -24.8154
H 2.7040 9.5445 -25.9546
H 3.6234 6.6601 -26.7190
H 3.2883 7.8359 -28.0405
H 2.0715 7.3230 -26.8503
H 5.2741 8.7140 -26.8174
H 4.2231 9.7599 -27.3294
O 9.0376 6.0452 -25.6596
C 9.0831 5.4573 -24.5933
C 8.5683 4.0201 -24.3316
C 8.7011 3.8738 -22.7664
C 9.2265 5.2341 -22.2740
O 9.6920 5.8758 -23.3623
H 7.5260 3.9868 -24.6490
H 8.9998 3.1165 -24.7621
H 7.7504 3.7660 -22.2443
H 9.3979 3.0948 -22.4569
H 8.4687 5.6968 -21.6417
H 9.9904 5.1148 -21.5056
O 7.9477 5.6077 -15.3388
C 6.7889 5.3726 -15.6422
C 5.8052 4.2963 -15.2123
C 4.6707 4.5475 -16.2524
C 4.6996 6.0782 -16.2839
O 6.1395 6.2305 -16.3880
H 6.2074 3.2879 -15.3102
H 5.3972 4.5104 -14.2245
H 4.8302 4.1879 -17.2689
H 3.7173 4.0665 -16.0340
H 4.0813 6.5875 -17.0231
H 4.3075 6.3850 -15.3143
O 8.7504 10.9982 -32.7739
C 9.7554 11.6165 -32.5078
C 10.7705 11.4120 -31.3845
C 11.7835 12.4300 -31.9090
C 11.4291 12.9714 -33.2600
O 10.1215 12.5306 -33.3666
H 10.3723 11.7678 -30.4343
H 11.1832 10.4040 -31.3444
H 11.8736 13.2212 -31.1648
H 12.8252 12.1132 -31.9602
H 11.4933 14.0572 -33.1892
H 12.0727 12.5341 -34.0233
O 3.2878 0.0993 -26.3294
C 2.8519 -1.0266 -25.9425
C 2.7171 -1.5884 -24.5075
C 2.6100 -3.0106 -24.8317
C 1.8828 -3.0519 -26.1853
O 2.3566 -1.8950 -26.8380
H 3.6167 -1.3202 -23.9535
H 1.8470 -1.1677 -24.0034
H 3.5441 -3.4775 -25.1440
H 2.0901 -3.5352 -24.0301
H 2.0531 -4.0011 -26.6934
H 0.8289 -2.7935 -26.0822
*
```

Computed properties:
Orbital gap, eV: 8.256
E_LUMO, eV: 0.243
Relative energy (zero: lowest compared OMol25 entry of this formula, charge and spin), kJ/mol: 948.80
SMILES: CN(C)P(=O)(N(C)C)N(C)C.CN(C)P(=O)(N(C)C)N(C)C.CN(C)P(=O)(N(C)C)N(C)C.CN(C)P(=O)(N(C)C)N(C)C.CN(C)P(=O)(N(C)C)N(C)C.COC[C@H](C)N.COC[C@H](C)N.O=C1CCCO1.O=C1CCCO1.O=C1CCCO1.O=C1CCCO1

(2)
DFT (the ωB97M-V functional and the def2-TZVPD basis) results for 11 unconnected molecules or ions with the total composition C54H136N6O21 at a distorted geometry.

Structure (ORCA input):
```
! wB97M-V def2-TZVPD RIJCOSX def2/J DEFGRID3
* xyz 0 1
C -4.4908 -2.4018 -3.2517
O -3.4820 -3.3025 -2.8884
C -2.6198 -2.9082 -1.8301
C -1.8878 -4.1392 -1.3396
C -2.8249 -5.2465 -0.8637
N -0.9503 -3.7131 -0.3023
H -4.0720 -1.4175 -3.5162
H -5.1799 -2.2331 -2.4059
H -5.0459 -2.8291 -4.0789
H -1.8980 -2.1934 -2.2505
H -3.2158 -2.4636 -1.0146
H -1.3503 -4.6262 -2.1615
H -3.6669 -5.3338 -1.5640
H -3.2776 -5.0200 0.1094
H -2.4241 -6.2605 -0.8288
H -0.5868 -4.4071 0.3414
H -1.4150 -3.0565 0.3293
C -3.8869 0.7776 1.1690
O -4.2749 -0.4843 0.7926
C -5.5564 -0.5972 0.2442
C -6.0108 -2.0370 0.2855
C -7.3797 -2.1573 -0.3659
N -6.1199 -2.5710 1.6420
H -2.8772 0.6839 1.5776
H -4.4155 1.2553 2.0132
H -3.8600 1.5048 0.3472
H -6.2504 0.0775 0.7903
H -5.7320 -0.2026 -0.7833
H -5.2585 -2.6551 -0.2181
H -7.9782 -1.3000 -0.0397
H -7.8977 -3.0847 -0.1517
H -7.2991 -2.0701 -1.4555
H -5.2907 -2.2856 2.1690
H -6.9905 -2.3464 2.1000
C -4.1557 2.6078 -6.5046
O -5.0840 1.5179 -6.4849
C -6.0709 1.6319 -5.5375
C -5.5542 1.3209 -4.1499
C -5.0455 -0.1167 -4.0159
N -6.6078 1.6099 -3.1869
H -3.3329 2.4382 -5.7938
H -4.6319 3.5794 -6.3295
H -3.7376 2.5924 -7.5153
H -6.4803 2.6533 -5.5335
H -6.9095 1.0115 -5.8590
H -4.7784 2.0659 -3.9639
H -5.8077 -0.8892 -3.9753
H -4.4726 -0.1395 -3.0779
H -4.3343 -0.3245 -4.8214
H -6.3617 1.2857 -2.2634
H -7.5468 1.3201 -3.4091
C -2.3366 4.5928 -1.2455
O -1.3395 4.7611 -2.2361
C -1.0873 6.0883 -2.6216
C -1.2115 6.3122 -4.1276
C -0.1885 5.4633 -4.9006
N -1.0322 7.7621 -4.4542
H -2.0754 5.1468 -0.3360
H -2.4220 3.5454 -0.9426
H -3.3118 4.8423 -1.6780
H -1.8010 6.7661 -2.1201
H -0.0948 6.4021 -2.2696
H -2.1811 6.0994 -4.5784
H -0.6278 5.3978 -5.9022
H -0.0713 4.4600 -4.4979
H 0.8328 5.8259 -5.0501
H -0.1431 8.1640 -4.1617
H -1.7290 8.2690 -3.9006
C -1.1052 0.6163 -1.2404
O -0.8035 -0.2584 -0.1747
C 0.2288 0.1870 0.6006
C 0.6424 -0.8676 1.5762
C 1.5046 -0.3326 2.6946
N 1.3400 -1.9447 0.8851
H -0.2387 0.6921 -1.9055
H -1.3807 1.5959 -0.8098
H -2.0292 0.3612 -1.7599
H 1.1122 0.3657 -0.0486
H 0.1359 1.1901 1.0520
H -0.2114 -1.1969 2.1975
H 2.4184 0.1531 2.3219
H 1.7622 -1.0132 3.5011
H 1.0792 0.5412 3.2196
H 1.3951 -2.6867 1.5804
H 0.6916 -2.2058 0.1387
C -2.4924 -1.9741 3.2922
O -3.8797 -2.2731 3.5745
C -4.2221 -2.3437 4.9502
C -4.5973 -0.9630 5.5033
C -4.7691 -0.9845 7.0160
N -5.8422 -0.4973 4.8397
H -2.4500 -2.0220 2.2034
H -1.9318 -2.8031 3.7303
H -2.1930 -0.9709 3.6018
H -5.0763 -3.0292 5.0243
H -3.4570 -2.7967 5.6042
H -3.7424 -0.3250 5.2335
H -5.2676 -0.0476 7.2698
H -3.7841 -1.0782 7.4756
H -5.4027 -1.7950 7.3746
H -5.8739 -0.8457 3.8867
H -5.7480 0.5163 4.8056
C -0.5904 3.5047 11.8431
O -1.9775 3.4538 11.5887
C -2.3416 3.4950 10.2352
C -2.6368 2.0672 9.7014
O -3.0551 2.0182 8.3719
C -2.0301 1.6354 7.4894
C -2.3952 2.0509 6.0912
O -1.3066 1.7146 5.2693
C -1.6229 1.9922 3.9333
H -0.3946 3.2752 12.8859
H -0.2490 4.5406 11.7014
H -0.0496 2.8301 11.1741
H -1.5783 3.9638 9.5864
H -3.2724 4.0629 10.1515
H -3.5140 1.7679 10.3004
H -1.8578 1.3847 10.0791
H -1.9177 0.5454 7.5841
H -1.0296 1.9854 7.7836
H -2.7227 3.0940 6.0327
H -3.2680 1.4295 5.8362
H -1.7178 3.0851 3.8273
H -2.5933 1.6030 3.6017
H -0.8514 1.6602 3.2441
C 3.5820 -4.8076 3.6190
O 3.5039 -3.4822 3.1890
C 4.6545 -2.6841 3.4233
C 6.0112 -3.3003 3.1709
O 6.3060 -3.6731 1.8608
C 6.3692 -2.6074 0.9000
C 7.3433 -3.0105 -0.1570
O 8.6667 -2.9215 0.3159
C 9.5506 -2.6563 -0.7384
H 4.4281 -5.3588 3.2001
H 2.6585 -5.2823 3.2949
H 3.6263 -4.8643 4.7169
H 4.5884 -2.3802 4.4851
H 4.5250 -1.7509 2.8661
H 6.1489 -4.1247 3.8762
H 6.7648 -2.5636 3.5013
H 6.6715 -1.6096 1.2805
H 5.3424 -2.3678 0.5619
H 7.1890 -2.3967 -1.0576
H 7.2309 -4.0266 -0.5227
H 10.5578 -3.0095 -0.5060
H 9.6404 -1.6024 -1.0336
H 9.2561 -3.2223 -1.6370
C 3.9604 2.5574 1.9369
O 4.3906 2.8441 0.6375
C 4.6816 1.8111 -0.2440
C 5.5772 2.0621 -1.4382
O 6.9570 2.2135 -1.1950
C 7.3166 3.1609 -0.2090
C 6.7455 4.5461 -0.4043
O 7.3345 5.3971 0.5722
C 7.3125 6.7492 0.2752
H 4.3527 1.7299 2.5442
H 2.8633 2.4456 1.9228
H 4.1743 3.4541 2.5252
H 3.7719 1.3356 -0.6489
H 5.2061 0.9954 0.2970
H 5.3048 3.0456 -1.8666
H 5.3186 1.3289 -2.1940
H 8.3974 3.2867 -0.1873
H 6.9940 2.7612 0.7612
H 5.6426 4.5763 -0.3349
H 6.8699 4.9192 -1.4431
H 8.1916 7.0621 -0.3088
H 7.3996 7.2980 1.2109
H 6.4184 7.0305 -0.2874
C -2.6799 -0.8788 -7.5692
O -1.5722 -0.4794 -6.8071
C -1.5265 -1.0705 -5.5572
C -0.1416 -0.9814 -4.9813
O 0.3500 0.3139 -4.7495
C 1.7170 0.3791 -5.0654
C 2.4000 1.6473 -4.5681
O 2.2505 1.7660 -3.1644
C 1.9001 3.0612 -2.7101
H -2.9417 -1.9412 -7.5361
H -2.4745 -0.7923 -8.6571
H -3.5326 -0.1851 -7.5821
H -1.7206 -2.1524 -5.5461
H -2.2226 -0.5598 -4.8780
H 0.5588 -1.5459 -5.6139
H -0.1000 -1.4947 -4.0074
H 1.8273 0.3566 -6.1706
H 2.2877 -0.5155 -4.7725
H 2.2024 2.5130 -5.1938
H 3.4567 1.3475 -4.6940
H 2.8253 3.5767 -2.4195
H 1.1937 3.0146 -1.8783
H 1.3942 3.7324 -3.4064
C 5.4081 -6.0730 -0.8255
O 4.8318 -6.0374 -2.1325
C 4.5717 -4.7331 -2.5333
C 3.8502 -4.7404 -3.8695
O 2.5250 -5.2332 -3.6954
C 1.5289 -4.2894 -3.4811
C 1.7819 -3.1973 -2.4706
O 2.8406 -2.3599 -2.9180
C 3.1390 -1.2526 -2.1237
H 6.4401 -5.7164 -0.8229
H 5.4736 -7.1196 -0.5284
H 4.7501 -5.4678 -0.1903
H 5.4512 -4.0561 -2.6032
H 3.9801 -4.2011 -1.7789
H 4.3857 -5.4307 -4.5227
H 3.8969 -3.7398 -4.2951
H 0.6633 -4.8276 -3.0883
H 1.1933 -3.8446 -4.4282
H 2.1291 -3.6263 -1.5208
H 0.9015 -2.5691 -2.2668
H 2.1848 -0.6966 -1.9734
H 3.8430 -0.5640 -2.5730
H 3.3402 -1.3868 -1.0441
*
```

Computed properties:
Orbital gap, eV: 9.250
E_LUMO, eV: 0.330
Relative energy (zero: lowest compared OMol25 entry of this formula, charge and spin), kJ/mol: 181.95
SMILES: COC[C@H](C)N.COC[C@H](C)N.COC[C@H](C)N.COC[C@H](C)N.COC[C@H](C)N.COC[C@H](C)N.COCCOCCOC.COCCOCCOC.COCCOCCOC.COCCOCCOC.COCCOCCOC

For reference, HOMO level by record: -8.013, -8.920 eV.
For reference, E by record: -5905.1409, -4047.0443 a.u..